Record 1
Entry from the Open Molecules 2025 dataset: an isolated molecule of C26H30BF3O4 (ωB97M-V/def2-TZVPD).

```
64
Properties=species:S:1:pos:R:3:forces:R:3:lowdin_charge:R:1
C 2.31260 0.53088 -3.10063 -0.779 -0.213 0.454 -0.04
O 1.43040 0.63296 -1.97038 0.998 1.008 1.269 -0.18
C 0.26193 -0.07628 -1.69979 -1.471 -0.949 -0.854 -0.17
C -0.80917 0.30899 -2.72897 0.504 -0.725 -0.583 -0.19
C -1.34533 -0.76192 -3.45851 -0.421 0.495 0.259 -0.06
C -2.40723 -0.55741 -4.33605 -0.171 -0.116 -0.252 -0.09
C -2.92892 0.72511 -4.51613 0.247 0.101 -0.189 -0.09
C -2.28637 1.82218 -3.92355 -0.193 -0.108 -0.370 -0.09
C -1.19980 1.61549 -3.08389 0.480 -0.068 0.818 -0.04
H 3.04040 1.34243 -2.92019 -0.194 -0.548 -0.252 0.10
H 2.81281 -0.45967 -3.13240 -0.219 0.456 -0.058 0.09
H 1.77660 0.72494 -4.04958 0.185 -0.171 0.394 0.09
H 0.42762 -1.18653 -1.76037 0.066 0.470 -0.484 0.13
H -0.94995 -1.75259 -3.24704 -0.200 0.044 -0.217 0.12
H -2.82178 -1.39906 -4.90550 0.109 0.353 0.337 0.11
H -3.77679 0.88889 -5.18988 0.331 -0.093 0.291 0.10
H -2.63060 2.83837 -4.16594 0.232 -0.508 0.222 0.11
H -0.63549 2.46230 -2.66513 -0.455 -0.382 -0.055 0.13
C 1.71104 0.96253 5.21092 0.098 1.005 1.196 -0.03
C 1.50457 -0.06531 4.20239 -0.216 -1.242 -0.952 -0.32
C 1.11497 -1.37083 4.23748 0.407 -0.109 0.113 -0.01
C 1.12902 -1.83743 2.87557 -0.789 0.327 -0.248 0.00
C 1.35781 -0.75365 2.08669 -0.997 -0.482 2.336 -0.22
B -0.28705 -0.07286 -0.05045 0.091 0.160 0.182 -0.67
C 1.28936 -0.50984 0.63688 1.836 0.034 -0.618 -0.20
C 1.80320 -1.80121 0.11585 -0.521 0.937 0.621 0.06
C 3.09635 -1.90859 -0.25731 0.504 -1.428 -0.908 0.01
C 3.91976 -0.79308 -0.30269 -0.196 1.060 0.318 -0.07
C 5.29477 -0.95000 -0.87356 1.405 -0.218 -0.633 -0.51
F 5.74223 0.20117 -1.45938 -0.367 -1.002 0.571 0.12
F 6.21227 -1.31042 0.07269 -0.748 0.333 -0.721 0.14
F 5.32499 -1.92452 -1.84110 -0.013 0.923 0.883 0.11
C 3.48102 0.46330 0.12253 0.912 0.143 -0.598 0.03
C 2.19502 0.64086 0.53831 -0.532 -1.108 -1.051 0.08
O -1.17307 -1.10758 0.48402 0.522 0.190 -0.673 0.08
C -2.45659 -0.51896 0.67164 0.130 0.753 -0.309 -0.46
C -3.20816 -0.70385 -0.62834 0.002 0.025 -0.866 -0.02
C -3.28821 -1.23445 1.72622 -0.168 0.055 0.696 -0.02
C -2.08751 1.02129 0.96379 0.208 -0.171 0.193 -0.43
C -2.90414 2.03883 0.20234 -0.373 -0.028 -0.040 -0.01
C -2.10969 1.36629 2.45903 -0.035 0.071 0.312 -0.01
O -0.76568 1.18321 0.41135 0.081 -0.502 0.288 0.09
O 1.69197 0.30698 2.88485 -0.597 0.200 0.615 0.06
H 1.75883 0.51668 6.21935 -0.092 0.082 -0.467 0.09
H 2.64805 1.53367 5.08220 -0.378 -0.291 -0.151 0.09
H 0.87485 1.68568 5.21528 0.350 -0.176 -0.023 0.09
H 0.83313 -1.98095 5.10790 0.383 0.556 -0.473 0.12
H 0.85083 -2.80866 2.50283 -0.073 -0.034 0.163 0.11
H 1.17428 -2.69687 0.18395 0.117 0.526 0.102 0.15
H 3.50621 -2.89478 -0.52384 -0.199 0.605 -0.039 0.14
H 4.11665 1.33762 0.09366 0.294 -0.179 -0.182 0.14
H 1.82696 1.61681 0.82314 -0.036 -0.129 0.226 0.16
H -4.19927 -0.26645 -0.59800 -0.238 0.084 -0.017 0.09
H -2.67364 -0.31616 -1.50267 -0.228 0.217 0.467 0.07
H -3.30338 -1.77137 -0.83664 -0.093 -0.066 0.192 0.10
H -4.29022 -0.78003 1.79899 0.321 -0.020 -0.153 0.10
H -3.44682 -2.27919 1.44463 0.147 0.107 -0.097 0.09
H -2.88575 -1.22975 2.74293 0.246 0.074 -0.201 0.08
H -3.97349 1.90200 0.38244 -0.004 0.171 -0.089 0.09
H -2.59711 3.04007 0.51277 -0.120 -0.032 0.061 0.09
H -2.67046 1.94993 -0.85756 -0.285 -0.033 -0.013 0.07
H -3.15295 1.45424 2.80071 0.227 -0.143 -0.092 0.09
H -1.61332 0.62507 3.09680 0.008 0.006 -0.259 0.08
H -1.64255 2.34143 2.67532 -0.041 -0.300 -0.395 0.09
```
Positions in Å, forces in eV/Å.

Values from the calculation:
E_HOMO in eV: -7.60
Electronic energy in Ha: -1634.10948

Record 2
Entry from the Open Molecules 2025 dataset: an isolated molecule of C5H4N2 (ωB97M-V/def2-TZVPD).

```
11
Properties=species:S:1:pos:R:3:forces:R:3:lowdin_charge:R:1
C -2.71818 0.53880 0.63304 -0.277 0.119 0.060 0.12
C -1.56449 0.27980 0.43228 0.320 -0.069 -0.033 -0.07
C -0.19331 0.01089 0.12528 0.028 -0.033 -0.120 -0.29
C 0.77690 0.81187 -0.44352 -0.143 0.160 0.007 -0.03
C 1.89237 -0.02566 -0.60667 0.072 0.001 -0.045 -0.16
N 1.64851 -1.25358 -0.16618 0.021 0.243 -0.031 0.03
N 0.38888 -1.20967 0.26685 -0.219 -0.221 0.202 0.01
H -3.74554 0.80010 0.79810 0.358 -0.145 -0.021 0.03
H 0.67021 1.85367 -0.69553 0.021 -0.068 -0.045 0.10
H 2.85150 0.22256 -1.04473 -0.145 -0.107 0.145 0.10
H -0.00684 -2.02879 0.70108 -0.035 0.119 -0.120 0.16
```
Positions in Å, forces in eV/Å.

Values from the calculation:
E_HOMO in eV: -9.10
Electronic energy in Ha: -302.36088

Record 3
Entry from the Open Molecules 2025 dataset: the ion C6H11BNO2S with charge +1 (ωB97M-V/def2-TZVPD).

```
22
Properties=species:S:1:pos:R:3:forces:R:3:lowdin_charge:R:1
B 2.71783 -0.03833 -0.09098 -0.242 1.678 -0.588 -0.55
C -3.53610 -0.76011 0.18362 -0.731 2.291 0.493 -0.15
C -2.30374 -1.38724 -0.12542 0.731 1.110 0.499 -0.09
C -3.54743 0.62802 0.08198 1.187 -0.802 -0.796 -0.31
C -1.32187 -0.49218 -0.44868 -1.079 0.841 0.138 -0.49
C 0.11676 -0.65709 -0.67359 2.155 0.257 1.435 -0.13
C 1.18834 -0.20922 0.49192 -0.605 2.259 -2.616 -0.05
N 0.72025 1.28220 0.81218 -0.770 -1.808 -2.124 0.16
O 3.55741 -1.05086 -0.25890 -2.415 -1.256 0.652 0.26
O 3.05571 1.27686 -0.49046 -2.415 -1.478 1.386 0.15
S -1.97023 1.15806 -0.54466 -1.420 -1.308 0.084 1.03
H -4.40839 -1.20809 0.62653 -0.093 -0.563 -0.283 0.11
H -2.08870 -2.41624 0.05175 -0.041 -0.602 -0.108 0.12
H -4.34204 1.38241 0.17952 0.446 -0.734 0.086 0.08
H 0.47342 0.03124 -1.40947 -0.153 0.036 -1.330 0.11
H 0.36122 -1.66902 -0.92673 0.192 -0.496 -0.396 0.13
H 1.18964 -0.79658 1.34353 -0.461 -0.992 1.858 0.11
H -0.28614 1.35447 0.37042 1.160 0.084 2.002 0.02
H 0.77323 1.53015 1.80478 0.107 0.390 -0.633 0.17
H 1.23574 1.83433 0.10017 0.438 0.362 1.394 0.14
H 4.47970 -1.07759 -0.29137 2.086 0.296 -0.292 0.10
H 3.93539 1.28483 -0.78611 1.921 0.435 -0.861 0.09
```
Positions in Å, forces in eV/Å.

Values from the calculation:
Total charge: +1
E_HOMO in eV: -12.44
Electronic energy in Ha: -863.33021

Record 4
Entry from the Open Molecules 2025 dataset: an isolated molecule of C8H8N2S (ωB97M-V/def2-TZVPD).

```
19
Properties=species:S:1:pos:R:3:forces:R:3:lowdin_charge:R:1
C -1.07401 2.17947 -0.78281 -0.175 -0.947 1.038 0.08
C -0.06856 2.51743 0.30024 -0.637 0.235 -0.785 -0.07
C -1.36512 0.86350 -0.55392 1.199 1.766 0.078 -0.37
C -2.34084 -0.04287 -0.91597 -2.693 -2.217 -0.833 -0.32
C -0.49949 0.43263 0.50238 0.645 -0.851 0.333 -0.51
C 0.31421 -0.81038 0.23771 0.847 -0.166 2.412 -0.50
C 1.53206 -0.96641 1.12835 1.177 1.970 1.296 -0.03
C 0.43541 -1.52807 -1.01244 2.203 0.264 -3.767 -0.07
N 0.16962 1.51536 1.07759 0.239 0.688 0.200 0.15
N -0.88402 -0.83185 1.09392 -0.550 -0.637 0.084 -0.14
S -2.31331 -1.36320 0.10063 0.862 2.296 -0.495 1.01
H -1.66690 2.70775 -1.50336 0.382 0.856 -0.126 0.11
H 0.45261 3.46783 0.48488 -0.476 -0.373 -0.310 0.11
H 1.98519 0.08706 1.32763 -1.133 -1.753 0.324 0.10
H 2.38298 -1.36897 0.60299 -0.014 -0.987 -0.167 0.06
H 1.27396 -1.50836 2.09544 0.555 0.794 -1.332 0.11
H 1.52673 -1.47448 -1.49523 -2.248 0.648 1.074 0.14
H -0.28020 -1.31033 -1.81788 0.255 0.117 0.360 0.07
H 0.41966 -2.56610 -0.87013 -0.441 -1.704 0.617 0.07
```
Positions in Å, forces in eV/Å.

Values from the calculation:
E_HOMO in eV: -8.69
Electronic energy in Ha: -817.14977

Number 1: strongest force on any atom 0.05028 Eh/bohr. Number 2: strongest force on any atom 0.00753 Eh/bohr. Number 3: strongest force on any atom 0.06823 Eh/bohr. Number 4: strongest force on any atom 0.08501 Eh/bohr.